Record 1
Computed, not measured: a cluster of 7 separate species, C27H71B2F8N4O9 in total, with the ωB97M-V functional and the def2-TZVPD basis.

Each line ends with the Löwdin charge.
Geometry (Å):
C (-4.647, 7.244, -11.022)  -0.026
C (-3.662, 8.296, -11.516)  -0.552
C (-4.461, 9.576, -11.782)  -0.054
O (-2.604, 8.525, -10.636)  -0.290
H (-4.107, 6.358, -10.686)  0.041
H (-5.385, 6.983, -11.781)  0.097
H (-5.185, 7.642, -10.158)  0.072
H (-3.295, 8.012, -12.530)  0.115
H (-5.378, 9.339, -12.330)  0.072
H (-3.916, 10.361, -12.313)  0.065
H (-4.767, 9.994, -10.816)  0.081
C (-2.677, 4.353, -13.964)  -0.070
O (-2.165, 4.759, -12.706)  -0.212
C (-2.890, 4.210, -11.642)  -0.203
C (-2.137, 4.574, -10.367)  -0.108
N (-1.435, 5.859, -10.498)  0.059
H (-0.904, 5.884, -11.368)  0.157
H (-2.058, 6.702, -10.377)  0.118
C (-0.384, 6.068, -9.418)  -0.074
C (-0.939, 5.830, -8.044)  -0.250
O (-2.189, 6.412, -7.922)  -0.210
C (-2.891, 5.931, -6.790)  -0.062
H (-2.089, 4.769, -14.775)  0.088
H (-3.692, 4.746, -14.101)  0.104
H (-2.713, 3.261, -14.014)  0.098
H (-2.881, 3.121, -11.761)  0.137
H (-3.918, 4.564, -11.550)  0.119
H (-1.430, 3.800, -10.058)  0.141
H (-2.821, 4.622, -9.521)  0.130
H (-0.149, 7.124, -9.560)  0.116
H (0.460, 5.430, -9.664)  0.143
H (-0.183, 6.220, -7.337)  0.143
H (-0.937, 4.763, -7.769)  0.133
H (-3.812, 6.491, -6.657)  0.078
H (-2.293, 6.085, -5.886)  0.106
H (-3.122, 4.869, -6.916)  0.100
C (-8.916, 11.141, -12.959)  -0.075
O (-7.661, 11.534, -13.455)  -0.183
C (-6.691, 11.751, -12.463)  -0.213
C (-5.444, 12.175, -13.211)  -0.095
N (-5.142, 11.175, -14.261)  0.030
H (-5.009, 10.269, -13.783)  0.101
H (-5.977, 10.895, -14.824)  0.143
C (-3.932, 11.439, -15.066)  -0.078
C (-3.494, 10.203, -15.805)  -0.182
O (-3.045, 9.295, -14.836)  -0.242
C (-2.892, 7.973, -15.337)  -0.084
H (-8.896, 10.080, -12.674)  0.097
H (-9.637, 11.227, -13.766)  0.098
H (-9.192, 11.731, -12.080)  0.091
H (-6.482, 10.874, -11.841)  0.107
H (-6.979, 12.575, -11.805)  0.135
H (-4.564, 12.167, -12.577)  0.102
H (-5.586, 13.151, -13.669)  0.150
H (-3.133, 11.684, -14.362)  0.124
H (-4.160, 12.296, -15.696)  0.151
H (-2.705, 10.524, -16.507)  0.143
H (-4.269, 9.767, -16.446)  0.137
H (-2.394, 7.344, -14.596)  0.050
H (-2.272, 7.986, -16.239)  0.110
H (-3.864, 7.511, -15.514)  0.100
C (1.175, 6.951, -13.998)  -0.065
O (0.759, 8.232, -13.531)  -0.186
C (-0.475, 8.637, -14.079)  -0.207
C (-0.836, 10.000, -13.513)  -0.070
N (-0.476, 10.026, -12.073)  0.045
H (-1.036, 9.262, -11.634)  0.130
H (0.490, 9.730, -11.913)  0.160
C (-0.769, 11.241, -11.269)  -0.091
C (0.210, 12.341, -11.655)  -0.174
O (1.508, 11.778, -11.808)  -0.192
C (2.356, 12.036, -10.715)  -0.087
H (2.069, 6.709, -13.427)  0.094
H (1.402, 6.945, -15.065)  0.099
H (0.403, 6.201, -13.776)  0.081
H (-1.254, 7.942, -13.721)  0.091
H (-0.450, 8.680, -15.169)  0.138
H (-1.909, 10.155, -13.615)  0.099
H (-0.254, 10.806, -13.961)  0.146
H (-0.465, 10.978, -10.257)  0.103
H (-1.803, 11.546, -11.378)  0.119
H (0.214, 13.134, -10.905)  0.136
H (-0.019, 12.831, -12.606)  0.130
H (1.929, 11.564, -9.818)  0.080
H (2.463, 13.105, -10.524)  0.097
H (3.317, 11.572, -10.907)  0.094
C (0.226, 11.971, -7.028)  -0.065
O (-0.271, 11.192, -8.107)  -0.209
C (-0.556, 9.856, -7.794)  -0.201
C (-1.992, 9.679, -7.333)  -0.084
N (-2.923, 10.186, -8.353)  0.062
H (-2.641, 11.105, -8.738)  0.136
H (-3.042, 9.543, -9.175)  0.121
C (-4.302, 10.371, -7.866)  -0.108
C (-5.010, 9.047, -7.580)  -0.180
O (-4.809, 8.613, -6.244)  -0.215
C (-5.780, 9.137, -5.354)  -0.081
H (0.777, 11.363, -6.303)  0.093
H (-0.537, 12.521, -6.472)  0.098
H (0.939, 12.682, -7.444)  0.091
H (0.119, 9.448, -7.036)  0.130
H (-0.439, 9.219, -8.682)  0.109
H (-2.234, 10.200, -6.407)  0.147
H (-2.242, 8.626, -7.203)  0.113
H (-4.808, 10.781, -8.742)  0.113
H (-4.388, 11.089, -7.060)  0.135
H (-4.550, 8.294, -8.231)  0.107
H (-6.075, 9.118, -7.809)  0.136
H (-6.794, 8.886, -5.681)  0.094
H (-5.727, 10.230, -5.307)  0.091
H (-5.568, 8.693, -4.388)  0.094
B (-3.966, 13.166, -9.726)  -1.207
F (-4.360, 13.093, -8.374)  0.107
F (-4.941, 12.502, -10.506)  0.098
F (-3.887, 14.509, -10.093)  0.132
F (-2.723, 12.484, -9.924)  0.068
B (-6.949, 8.675, -15.546)  -1.209
F (-6.131, 7.947, -16.417)  0.109
F (-6.372, 8.653, -14.233)  0.075
F (-7.051, 10.032, -15.980)  0.085
F (-8.226, 8.108, -15.498)  0.119

Calculated values
Net charge: +1
Orbital gap (eV): 8.90



Record 2
Computed, not measured: a structure of composition C13H27N4O2PTb, with the ωB97M-V functional and the def2-TZVPD basis.

Each line ends with the Mulliken spin population.
Geometry (Å):
C (-0.481, -1.873, -2.540)  -0.008
C (-1.420, -0.668, -2.583)  0.005
N (-1.161, 0.317, -1.703)  0.127
C (-1.928, 1.467, -1.685)  0.035
C (-3.016, 1.560, -2.590)  0.184
C (-3.271, 0.547, -3.494)  -0.034
C (-2.458, -0.593, -3.500)  0.136
C (-1.612, 2.510, -0.772)  0.468
P (-0.442, 2.396, 0.562)  0.019
H (-2.600, -1.432, -4.182)  0.003
H (-3.643, 2.448, -2.533)  0.003
H (-4.099, 0.621, -4.195)  0.001
C (-1.131, -2.887, -0.408)  0.002
C (1.210, -2.947, -1.093)  0.001
H (-2.297, 3.371, -0.804)  0.000
H (0.426, -1.671, -3.142)  0.001
H (-1.001, -2.746, -2.983)  0.000
C (-1.364, 2.700, 2.115)  0.032
C (0.560, 3.905, 0.360)  0.031
H (-0.653, 2.642, 2.954)  0.005
H (-1.852, 3.688, 2.130)  -0.001
H (-2.117, 1.910, 2.243)  -0.001
H (1.413, 3.844, 1.050)  0.002
H (0.928, 3.970, -0.674)  -0.002
H (-0.032, 4.804, 0.586)  -0.002
H (1.118, -3.932, -1.582)  0.000
H (1.987, -2.368, -1.617)  0.002
H (1.513, -3.095, -0.045)  -0.003
H (-1.327, -3.878, -0.850)  0.000
H (-0.840, -3.006, 0.644)  -0.001
H (-2.049, -2.293, -0.444)  0.000
Tb (0.535, -0.145, -0.013)  5.946
H (-0.942, -0.483, 1.262)  -0.027
O (1.659, 0.983, -1.805)  0.009
H (2.195, 1.772, -1.560)  0.001
H (1.071, 1.305, -2.517)  0.000
N (-0.052, -2.181, -1.137)  0.029
C (4.100, -0.540, 3.382)  0.000
N (2.798, -1.098, 3.712)  0.000
C (1.748, -1.040, 2.894)  -0.006
N (0.553, -1.537, 3.312)  0.002
O (1.852, -0.559, 1.700)  0.039
H (4.043, -0.051, 2.409)  0.000
H (4.851, -1.334, 3.340)  0.000
H (4.389, 0.195, 4.138)  0.000
H (2.653, -1.529, 4.619)  0.000
H (-0.269, -1.265, 2.752)  0.002
H (0.456, -1.803, 4.287)  0.000

Calculated values
Net charge: +2
Relative energy (zero: lowest compared OMol25 entry of this formula, charge and spin) (kcal/mol): 0.0
2S+1: 8
Orbital gap (spin up / spin down) (eV): 8.64 / 6.72
<S²>: 16.457



Record 3
Computed, not measured: a structure of composition C34H30N8O7Re, with the ωB97M-V functional and the def2-TZVPD basis.

Each line ends with the Mulliken spin population.
Geometry (Å):
Re (-0.018, 0.230, -0.321)  0.387
C (0.973, 1.582, 3.119)  0.012
N (0.145, 0.473, 3.499)  0.120
C (0.729, -0.405, 4.476)  -0.005
C (-1.153, 0.338, 3.134)  0.085
C (-2.037, -0.428, 3.933)  -0.019
C (-3.383, -0.488, 3.677)  0.041
C (-3.921, 0.227, 2.609)  0.038
C (-3.088, 0.950, 1.785)  -0.016
C (-1.700, 0.991, 1.981)  0.042
N (-0.891, 1.544, 0.988)  0.265
C (-1.229, 2.775, 0.465)  -0.054
C (-2.057, 3.699, 1.121)  0.063
C (-2.445, 4.856, 0.478)  -0.025
C (-1.996, 5.134, -0.805)  0.070
C (-1.091, 4.284, -1.427)  -0.026
C (-0.703, 3.115, -0.801)  0.041
N (0.278, 2.188, -1.355)  0.002
C (0.123, 2.006, -2.810)  0.015
C (1.609, 2.784, -1.088)  0.013
H (1.534, 1.914, 3.994)  0.003
H (1.697, 1.289, 2.350)  -0.007
H (0.386, 2.422, 2.757)  0.002
H (0.493, -0.088, 5.497)  0.006
H (0.380, -1.428, 4.347)  0.002
H (1.812, -0.381, 4.368)  0.003
H (-1.667, -0.905, 4.824)  -0.004
H (-4.032, -1.063, 4.319)  0.001
H (-4.984, 0.228, 2.434)  0.000
H (-3.507, 1.486, 0.949)  -0.011
H (-2.384, 3.502, 2.128)  0.002
H (-3.096, 5.555, 0.975)  0.000
H (-2.328, 6.024, -1.314)  0.001
H (-0.694, 4.564, -2.392)  0.001
H (0.440, 2.886, -3.371)  0.000
H (0.732, 1.164, -3.138)  0.008
H (-0.918, 1.790, -3.043)  -0.007
H (1.653, 3.807, -1.465)  0.000
H (1.806, 2.798, -0.016)  -0.001
H (2.383, 2.204, -1.584)  0.005
C (-3.776, -0.126, -2.475)  -0.004
C (-2.805, 0.442, -1.653)  -0.008
N (-1.961, -0.283, -0.934)  -0.019
C (-2.112, -1.633, -0.940)  0.006
C (-3.064, -2.300, -1.742)  0.003
C (-3.887, -1.497, -2.554)  0.009
C (-3.114, -3.727, -1.707)  -0.006
C (-2.285, -4.439, -0.902)  0.006
C (-1.304, -3.797, -0.095)  0.000
C (-0.357, -4.489, 0.683)  0.019
C (0.601, -3.774, 1.367)  -0.009
C (0.636, -2.383, 1.251)  0.016
N (-0.235, -1.708, 0.515)  -0.029
C (-1.211, -2.391, -0.131)  0.017
H (-4.404, 0.525, -3.060)  0.001
H (-2.700, 1.517, -1.581)  0.001
H (-4.589, -1.953, -3.232)  -0.001
H (-3.812, -4.237, -2.353)  0.000
H (-2.326, -5.516, -0.881)  0.001
H (-0.370, -5.567, 0.717)  0.000
H (1.339, -4.279, 1.971)  0.000
H (1.413, -1.804, 1.736)  0.005
O (7.227, -1.881, -2.955)  0.001
N (6.106, -2.220, -3.218)  -0.001
O (5.748, -2.966, -4.092)  0.001
C (5.042, -1.658, -2.380)  0.009
C (3.738, -2.019, -2.628)  -0.006
C (2.698, -1.431, -1.910)  0.013
C (2.942, -0.495, -0.839)  -0.019
O (2.059, 0.122, -0.162)  -0.061
C (4.333, -0.269, -0.559)  0.014
C (5.347, -0.780, -1.337)  -0.005
N (4.672, 0.550, 0.595)  -0.001
O (5.728, 1.121, 0.574)  0.001
O (3.861, 0.583, 1.497)  0.001
N (1.406, -1.790, -2.312)  -0.001
O (0.461, -0.992, -2.091)  0.001
O (1.211, -2.825, -2.905)  -0.004
H (3.516, -2.727, -3.419)  -0.001
H (6.381, -0.524, -1.136)  0.000

Calculated values
Net charge: +2
Relative energy (zero: lowest compared OMol25 entry of this formula, charge and spin) (kcal/mol): 17.3
2S+1: 2
Orbital gap (spin up / spin down) (eV): 6.23 / 5.10
<S²>: 1.193



Quick rundown of calculated total energy, same order as above: -76633.567; -55685.719; -64106.834 eV